Below is a molecular structure, C6H9F2NO5S2Y, with properties calculated with ωB97M-V/def2-TZVPD.

Geometry (Å):
1 N -0.307 -1.975 1.552
2 S 0.232 -3.415 1.382
3 O -0.860 -4.386 1.527
4 S 0.792 -0.701 1.710
5 O -0.159 0.474 2.004
6 C 1.145 -0.360 -0.215
7 F 2.482 -0.525 -0.292
8 F 0.637 -1.392 -0.915
9 O 1.329 2.901 -0.454
10 C 1.918 2.765 -1.663
11 C 1.256 1.785 -2.555
12 O -0.023 1.760 -2.377
13 C -0.983 1.384 -3.403
14 C -2.066 0.570 -2.746
15 O -2.710 1.313 -1.721
16 C -2.447 0.959 -0.453
17 Y -0.165 1.928 0.348
18 H 2.978 2.408 -1.629
19 H 1.955 3.701 -2.270
20 H 1.649 1.540 -3.550
21 H -0.477 0.791 -4.173
22 H -1.361 2.321 -3.823
23 H -1.632 -0.340 -2.308
24 H -2.813 0.310 -3.505
25 H -3.079 1.457 0.285
26 H -2.134 -0.077 -0.273

Cartesian forces, eV/Å:
N 0.9288 0.3931 0.2526
S -2.2744 -1.5486 0.6309
O 1.9476 1.6305 -0.5096
S -0.5006 -1.4420 -0.4365
O 0.2493 0.6643 -0.6063
C -0.3148 0.9215 1.0265
F 0.2912 0.3709 -0.1192
F -0.4871 -0.1378 -0.2130
O 0.8524 0.9363 -0.7254
C 2.1745 -1.6292 0.0284
C -2.0401 2.8504 -0.8798
O 1.2171 -0.3974 0.4203
C -0.5017 -0.4407 -0.7436
C 0.1492 -0.6990 -0.1786
O -0.0299 0.4114 0.3521
C -0.1810 -0.1834 -0.2018
Y -1.1425 -1.4694 1.2948
H -0.2623 0.5419 0.3422
H -0.0786 -0.2793 -0.1735
H 0.1180 -0.5946 0.3434
H -0.0765 0.1279 0.0944
H 0.1463 -0.1024 0.1566
H -0.1769 0.0349 -0.2434
H 0.1263 0.0066 0.2061
H -0.0655 -0.0660 -0.1556
H -0.0689 0.1001 0.0381

Properties
HOMO energy (alpha / beta)	-15.6 / -15.6	eV
gap between HOMO and LUMO (alpha / beta)	6.03 / 6.03	eV
E_tot	-1698.63412	Eh
charge	+2
multiplicity	2

Below is 2 unconnected molecules or ions with the total composition C4H7NO2, with properties calculated with ωB97M-V/def2-TZVPD.

Geometry (Å):
1 C -1.871 -0.667 -0.252
2 C -0.398 -0.296 -0.270
3 C 0.042 1.137 -0.049
4 N 1.206 1.292 0.434
5 C 2.562 -0.503 -0.480
6 O 3.213 -0.782 0.408
7 O 0.267 -1.161 0.632
8 H -2.272 -0.547 0.758
9 H -1.915 -1.734 -0.493
10 H -2.495 -0.126 -0.971
11 H 0.019 -0.516 -1.270
12 H 0.528 -0.621 1.392
13 H -0.545 1.959 -0.472
14 H 1.595 2.229 0.367

Cartesian forces, eV/Å:
C -0.0971 0.0350 0.0140
C -0.1124 -0.1673 0.0521
C 0.5708 0.0372 -0.3436
N -0.5921 0.3017 0.2191
C 1.1044 -0.6602 0.4950
O -0.3235 0.1333 -0.8150
O -0.0944 0.1055 0.2670
H -0.0456 0.0878 -0.1208
H -0.1153 0.1888 0.0218
H 0.1845 0.0513 0.0982
H -0.1277 0.0297 0.0770
H 0.1799 -0.1845 -0.1345
H -0.0918 -0.1745 -0.0336
H -0.4397 0.2161 0.2034

Properties
ΔE to the lowest compared entry with this formula, charge and spin	48.5	kcal/mol
HOMO energy	-10.1	eV
gap between HOMO and LUMO	10.99	eV
E_tot	-361.80360	Eh

Below is 2 unconnected molecules or ions with the total composition C3H10OS, with properties calculated with ωB97M-V/def2-TZVPD.

Geometry (Å):
1 C -1.458 -1.203 1.226
2 C -0.621 -1.470 -0.043
3 S 1.225 -1.615 0.236
4 C 2.097 -1.588 1.875
5 H -2.373 -0.599 1.148
6 H -1.608 -2.147 1.767
7 H -0.989 -0.518 1.949
8 H -0.763 -2.479 -0.389
9 H -0.887 -0.631 -0.671
10 H 2.867 -2.326 1.686
11 H 1.416 -1.991 2.623
12 H 2.463 -0.629 2.211
13 H -0.978 6.040 -3.983
14 H -0.086 5.141 -4.966
15 O -0.306 6.014 -4.669

Cartesian forces, eV/Å:
C 0.3742 0.0405 1.2429
C -0.0426 0.7199 2.7716
S 0.9789 0.2772 -1.2290
C -1.9344 -0.3245 -0.0408
H -0.2593 -0.9049 -0.8869
H -0.3753 0.3870 -0.0506
H 0.7642 -0.3973 -0.2497
H -0.7405 0.1505 -0.6991
H 0.7022 -0.2694 -0.8868
H 0.2533 0.1374 0.0879
H 0.1540 -0.0472 0.2109
H 0.1243 0.2308 -0.2704
H 0.1258 -0.6418 -0.1797
H -0.2998 -0.7433 0.2479
O 0.1749 1.3850 -0.0682

Properties
ΔE to the lowest compared entry with this formula, charge and spin	30.3	kcal/mol
HOMO energy	-8.4	eV
gap between HOMO and LUMO	9.30	eV
E_tot	-593.66885	Eh
structure (SMILES)	CCSC.O

Below is 2 unconnected molecules or ions with the total composition C4H14N3, with properties calculated with ωB97M-V/def2-TZVPD.

Geometry (Å):
1 C -2.167 0.230 -1.534
2 C -0.061 1.137 -2.061
3 N -0.711 0.104 -1.640
4 H -2.454 0.476 -0.477
5 H -2.670 -0.741 -1.759
6 H -2.519 1.056 -2.213
7 H -0.686 1.894 -2.597
8 H 1.002 1.367 -1.819
9 H -0.182 -0.694 -0.561
10 C 0.389 1.169 1.763
11 N 1.138 -0.079 2.036
12 C 1.373 -1.055 1.004
13 N 0.173 -1.482 0.230
14 H 0.284 1.775 2.661
15 H 0.819 1.827 1.009
16 H -0.670 0.902 1.402
17 H 2.020 0.173 2.482
18 H 1.775 -1.933 1.476
19 H 2.068 -0.735 0.288
20 H 0.402 -2.370 -0.233
21 H -0.593 -1.687 0.926

Cartesian forces, eV/Å:
C -0.8823 -0.1240 -0.6313
C -1.5198 -0.2283 0.1516
N 1.1376 1.9529 1.0186
H 0.4745 -0.0684 -0.8934
H 0.4162 0.8288 -0.0915
H 0.0200 -0.9103 0.6763
H 0.9156 -0.1956 0.3890
H -0.7470 -0.7464 -0.6097
H 0.1261 -0.7773 -0.1471
C -1.3647 -0.9856 -0.9615
N -0.7189 0.7756 0.4756
C -0.2260 0.1765 0.6594
N -0.9921 -0.0050 1.5973
H 0.0177 -0.3669 0.1422
H 0.2729 -0.0167 -0.2941
H 1.4236 0.4173 0.6174
H -0.2969 -0.4486 -0.1038
H 0.2397 -0.3945 0.2830
H 1.1089 0.5259 -1.3768
H -0.1989 0.3948 0.0070
H 0.7937 0.1959 -0.9083

Properties
ΔE to the lowest compared entry with this formula, charge and spin	55.9	kcal/mol
HOMO energy	-13.1	eV
gap between HOMO and LUMO	9.59	eV
E_tot	-324.77569	Eh
charge	+1

Below is a single C4H5NO2 molecule, with properties calculated with ωB97M-V/def2-TZVPD.

Geometry (Å):
1 O 1.727 0.876 -0.166
2 C 1.126 0.183 -0.953
3 C 0.373 -0.939 1.801
4 O 1.283 -1.558 2.211
5 N -0.642 -0.374 1.466
6 C -0.381 0.037 -0.946
7 C -0.994 0.500 0.371
8 H 1.670 -0.386 -1.735
9 H -0.648 -1.005 -1.159
10 H -0.772 0.634 -1.783
11 H -0.656 1.516 0.598
12 H -2.085 0.516 0.295

Cartesian forces, eV/Å:
O -0.2277 -0.3249 -0.3401
C 0.1313 0.2136 0.1984
C 0.0762 -0.1370 0.1042
O -0.6015 0.4284 -0.2323
N 0.4775 -0.3297 0.2274
C 0.0008 -0.0060 0.0331
C -0.0562 0.1510 -0.1436
H -0.0474 0.1073 0.0383
H 0.0516 0.1124 0.0216
H 0.0675 -0.0705 0.0974
H -0.0460 -0.1344 -0.0147
H 0.1739 -0.0104 0.0103

Properties
ΔE to the lowest compared entry with this formula, charge and spin	14.8	kcal/mol
HOMO energy	-10.3	eV
gap between HOMO and LUMO	11.05	eV
E_tot	-360.64588	Eh
structure (SMILES)	O=C=NCCC=O

Below is a single C5H6O molecule, with properties calculated with ωB97M-V/def2-TZVPD.

Geometry (Å):
1 C -1.843 0.109 -0.230
2 C -1.382 0.944 0.593
3 C -0.654 -0.694 -0.758
4 C 0.437 -0.218 0.074
5 C 1.857 0.171 0.205
6 O -0.100 -1.430 0.292
7 H -2.851 -0.016 -0.719
8 H -1.297 1.744 1.315
9 H -0.645 -1.298 -1.740
10 H 2.329 -0.767 0.436
11 H 1.871 0.825 1.212
12 H 2.278 0.631 -0.680

Cartesian forces, eV/Å:
C -2.2548 -2.1488 -4.1092
C 4.8128 1.1188 2.4154
C -1.5514 -0.7778 -2.4389
C -2.4460 2.4879 0.5151
C -0.8392 0.6925 2.6121
O 0.9644 -1.3904 1.4150
H 0.7759 0.1341 0.8409
H -0.9168 -0.2194 -0.3174
H 0.0855 1.2372 1.4232
H 0.8582 -0.2779 0.0580
H 0.5011 -1.1798 -2.5589
H 0.0102 0.3237 0.1447

Properties
ΔE to the lowest compared entry with this formula, charge and spin	134.0	kcal/mol
HOMO energy (alpha / beta)	-7.7 / -7.7	eV
gap between HOMO and LUMO (alpha / beta)	8.74 / 8.74	eV
E_tot	-269.13263	Eh

Copy entry 2 word for word.
Below is 2 unconnected molecules or ions with the total composition C4H7NO2, with properties calculated with ωB97M-V/def2-TZVPD.

Geometry (Å):
1 C -1.871 -0.667 -0.252
2 C -0.398 -0.296 -0.270
3 C 0.042 1.137 -0.049
4 N 1.206 1.292 0.434
5 C 2.562 -0.503 -0.480
6 O 3.213 -0.782 0.408
7 O 0.267 -1.161 0.632
8 H -2.272 -0.547 0.758
9 H -1.915 -1.734 -0.493
10 H -2.495 -0.126 -0.971
11 H 0.019 -0.516 -1.270
12 H 0.528 -0.621 1.392
13 H -0.545 1.959 -0.472
14 H 1.595 2.229 0.367

Cartesian forces, eV/Å:
C -0.0971 0.0350 0.0140
C -0.1124 -0.1673 0.0521
C 0.5708 0.0372 -0.3436
N -0.5921 0.3017 0.2191
C 1.1044 -0.6602 0.4950
O -0.3235 0.1333 -0.8150
O -0.0944 0.1055 0.2670
H -0.0456 0.0878 -0.1208
H -0.1153 0.1888 0.0218
H 0.1845 0.0513 0.0982
H -0.1277 0.0297 0.0770
H 0.1799 -0.1845 -0.1345
H -0.0918 -0.1745 -0.0336
H -0.4397 0.2161 0.2034

Properties
ΔE to the lowest compared entry with this formula, charge and spin	48.5	kcal/mol
HOMO energy	-10.1	eV
gap between HOMO and LUMO	10.99	eV
E_tot	-361.80360	Eh

> Which formula does entry 3 have?

C3H10OS

> Which value of E_tot does entry 3 give?

-593.66885 Eh

Please write out number 5 again, unchanged.
Below is a single C4H5NO2 molecule, with properties calculated with ωB97M-V/def2-TZVPD.

Geometry (Å):
1 O 1.727 0.876 -0.166
2 C 1.126 0.183 -0.953
3 C 0.373 -0.939 1.801
4 O 1.283 -1.558 2.211
5 N -0.642 -0.374 1.466
6 C -0.381 0.037 -0.946
7 C -0.994 0.500 0.371
8 H 1.670 -0.386 -1.735
9 H -0.648 -1.005 -1.159
10 H -0.772 0.634 -1.783
11 H -0.656 1.516 0.598
12 H -2.085 0.516 0.295

Cartesian forces, eV/Å:
O -0.2277 -0.3249 -0.3401
C 0.1313 0.2136 0.1984
C 0.0762 -0.1370 0.1042
O -0.6015 0.4284 -0.2323
N 0.4775 -0.3297 0.2274
C 0.0008 -0.0060 0.0331
C -0.0562 0.1510 -0.1436
H -0.0474 0.1073 0.0383
H 0.0516 0.1124 0.0216
H 0.0675 -0.0705 0.0974
H -0.0460 -0.1344 -0.0147
H 0.1739 -0.0104 0.0103

Properties
ΔE to the lowest compared entry with this formula, charge and spin	14.8	kcal/mol
HOMO energy	-10.3	eV
gap between HOMO and LUMO	11.05	eV
E_tot	-360.64588	Eh
structure (SMILES)	O=C=NCCC=O